C4H8Br2FN4O2 | ωB97M-V/def2-TZVPD

Cartesian coordinates (Å):
C (-1.679, 0.968, -0.372)
C (-2.103, -0.248, 0.399)
C (0.003, -0.446, -1.407)
C (0.023, -1.297, -0.372)
N (-0.798, 0.615, -1.489)
N (2.875, 0.091, 0.501)
N (1.752, 0.935, 0.792)
N (-0.882, -1.035, 0.798)
O (1.033, 0.636, 1.690)
O (1.605, 1.770, -0.026)
F (3.316, -0.531, 1.575)
Br (1.166, -2.901, -0.505)
Br (4.259, 0.907, -0.582)
H (-2.449, 1.577, -0.702)
H (-1.184, 1.629, 0.223)
H (-2.704, -0.084, 1.400)
H (-2.847, -0.651, -0.312)
H (0.593, -0.528, -2.212)
H (-0.699, 1.151, -2.292)
H (-0.266, -0.615, 1.579)
H (-1.012, -1.942, 1.312)

As for the total charge: +1.


C4H8BrN2 | ωB97M-V/def2-TZVPD

Cartesian coordinates (Å):
C (-0.540, 0.206, -1.397)
C (1.097, -1.327, 1.053)
C (1.067, 0.106, 0.484)
C (-1.686, 0.914, 0.533)
N (0.632, 0.110, -0.855)
N (-1.669, 0.771, -0.796)
Br (-3.054, 1.987, 1.268)
H (-0.767, 0.196, -2.483)
H (1.762, -1.973, 0.439)
H (1.803, -1.114, 2.058)
H (0.409, 0.769, 1.118)
H (2.081, 0.435, 0.426)
H (0.077, -1.837, 1.230)
H (1.224, -0.294, -1.535)
H (-2.437, 1.050, -1.544)

As for the total charge: +1.


C4H8BrOP | ωB97M-V/def2-TZVPD

Cartesian coordinates (Å):
C (2.708, 0.689, 0.455)
C (1.452, 1.041, 0.679)
C (-2.893, -1.223, -1.079)
C (0.259, 0.435, 0.009)
O (0.471, -0.121, -1.256)
P (-0.411, -0.970, 1.116)
Br (-1.346, 0.271, 2.651)
H (3.517, 1.144, 0.994)
H (2.990, -0.063, -0.272)
H (1.208, 1.790, 1.422)
H (-2.642, -0.293, -1.542)
H (-3.600, -1.248, -0.274)
H (-2.537, -2.138, -1.506)
H (-0.539, 1.177, -0.102)
H (1.363, -0.491, -1.293)


Across the entries above, energy relative to the best compared isomer or geometry (same formula, charge and spin) takes the values 50.3, 412.5, 301.4 kJ/mol, respectively.
Across the entries above, E_tot takes the values -157120.4186, -77290.2139, -85653.0794 eV, respectively.